The following is a quantum chemistry calculation of a structure of composition ClHNO2S2 in a non-equilibrium geometry, from OMol25.

The geometry in ORCA input format:
```
! wB97M-V def2-TZVPD RIJCOSX def2/J DEFGRID3
* xyz -1 1
N 0.27769 -0.27555 0.62839
O -2.06904 -0.21986 -0.42956
O -0.55815 1.86728 -0.22864
S 1.81095 -0.02809 0.78941
S -0.49643 0.47287 -0.68019
Cl 2.92414 -1.52627 -0.58871
H -1.88915 -0.29038 0.50930
*
```

The calculation puts the energy above the lowest of the compared OMol25 structures with the same formula, charge and spin at 60.92 kJ/mol. Its HOMO energy is -3.85 eV. As for the largest force on an atom: 2.350 eV/A. As for the lowest unoccupied orbital energy: 0.132 Eh.